[1]
The following is a quantum chemistry calculation of C28H40FeN2P as an isolated structure at a distorted geometry, from OMol25.

Properties
- 2S+1 = 5
- charge = -1
- LUMO level (alpha / beta) (eV) = 2.65 / 1.92
- electronic energy (Eh) = -2805.273444
- molar mass (g mol⁻¹) = 491.46
- HOMO (alpha / beta) (eV) = 0.999 / -5.219

Last column: Mulliken charge in e.
Positions of all 72 atoms, in Å:
1 C 0.8213 0.6329 -4.5084  -1.10
2 C 0.4225 -0.1755 -3.3703  -0.93
3 C 0.9415 0.4590 -2.1679  1.99
4 C 1.6580 1.6549 -2.5654  -1.03
5 C 1.5869 1.7613 -4.0106  -0.45
6 Fe 2.3725 0.0386 -3.4557  0.07
7 C 3.8394 -0.3904 -4.7197  -0.71
8 C 3.1742 -1.5955 -4.2580  -1.16
9 C 3.2267 -1.6269 -2.8282  -0.94
10 C 3.9520 -0.4210 -2.3486  1.53
11 C 4.0354 0.0075 -0.9902  -2.42
12 C 4.3570 -0.8474 0.0834  2.27
13 C 4.3711 -0.3181 1.4050  -1.54
14 C 4.6811 -1.1235 2.4809  -0.19
15 C 5.0133 -2.4771 2.2819  -0.42
16 C 5.0636 -3.0071 0.9823  -0.48
17 C 4.7487 -2.2083 -0.1042  -0.65
18 C 4.3027 0.3406 -3.5679  -0.82
19 H 0.5256 0.4698 -5.5396  0.50
20 H -0.2157 -1.0542 -3.3918  0.64
21 H 0.7734 0.1315 -1.1460  -0.54
22 H 2.1155 2.3743 -1.8892  0.72
23 H 1.9688 2.5885 -4.5991  0.70
24 H 4.0432 -0.1365 -5.7547  0.48
25 H 2.7984 -2.3982 -4.8861  0.57
26 H 2.9026 -2.4245 -2.1626  0.79
27 H 4.0084 1.0891 -0.8077  0.08
28 H 4.1453 0.7436 1.5339  0.29
29 H 4.6760 -0.7092 3.4923  0.54
30 H 5.2490 -3.1142 3.1277  0.34
31 H 5.3555 -4.0470 0.8189  0.40
32 H 4.8389 -2.6025 -1.1158  0.34
33 H 4.9100 1.2465 -3.5608  0.52
34 C -3.1285 -1.2233 4.7241  -2.33
35 C -3.3982 -0.9871 3.2377  2.89
36 C -4.0935 -2.2242 2.6817  -2.14
37 C -4.3326 0.2154 3.1361  -1.20
38 N -2.0987 -0.7910 2.5105  0.18
39 C -1.0978 0.0976 3.1357  -1.37
40 C -1.2883 1.5738 2.8145  -0.51
41 C -1.4385 1.9049 1.3260  -1.20
42 N -2.1813 0.9163 0.5498  0.88
43 C -2.7740 1.3714 -0.7309  2.84
44 C -4.1802 1.8978 -0.4397  -2.21
45 C -2.8480 0.2251 -1.7337  -1.99
46 C -1.9566 2.5098 -1.3259  -2.10
47 P -1.8909 -0.7144 0.8469  -0.83
48 H -0.3787 -0.7243 0.4112  -0.07
49 H -2.7909 -0.3210 5.2444  0.41
50 H -4.0643 -1.5351 5.2147  0.46
51 H -2.3919 -2.0223 4.8715  0.42
52 H -4.4231 -2.0857 1.6437  0.31
53 H -3.4274 -3.0913 2.7447  0.42
54 H -4.9890 -2.4338 3.2867  0.48
55 H -4.6258 0.4292 2.1002  -0.12
56 H -5.2485 -0.0194 3.7010  0.55
57 H -3.8860 1.1116 3.5880  0.19
58 H -1.1393 -0.0524 4.2160  0.45
59 H -0.1081 -0.2202 2.7787  0.44
60 H -2.1588 1.9692 3.3547  0.02
61 H -0.4145 2.1211 3.1901  1.08
62 H -1.9705 2.8604 1.2283  0.18
63 H -0.4302 2.0268 0.8817  0.05
64 H -4.1526 2.7210 0.2883  0.27
65 H -4.6146 2.2783 -1.3721  0.52
66 H -4.8349 1.1065 -0.0541  0.20
67 H -1.8437 -0.1584 -1.9725  0.19
68 H -3.4812 -0.5993 -1.3767  0.41
69 H -3.2913 0.6116 -2.6625  0.49
70 H -0.9057 2.2199 -1.4549  0.38
71 H -2.3611 2.7513 -2.3171  0.42
72 H -2.0238 3.4234 -0.7246  0.54


[2]
The following is a quantum chemistry calculation of C28H41LuNO2P2S as an isolated structure at a distorted geometry, from OMol25.

Properties
- 2S+1 = 1
- charge = +3
- LUMO level (eV) = -8.70
- energy above the lowest of the compared OMol25 structures with the same formula, charge and spin (kJ/mol) = 67.88
- electronic energy (Eh) = -3612.453728
- molar mass (g mol⁻¹) = 692.62
- HOMO (eV) = -16.477

Last column: Mulliken charge in e.
Positions of all 76 atoms, in Å:
1 Lu -0.7384 -0.3756 -0.1612  1.38
2 C 0.7249 2.2145 1.1019  -0.77
3 C 0.2523 2.7740 -0.0832  -0.78
4 C -1.0981 2.6816 -0.4139  -0.65
5 C -1.9873 2.0423 0.4572  -0.68
6 C -1.5170 1.5228 1.6721  -0.07
7 C -0.1584 1.5898 1.9843  -0.05
8 H 1.7583 2.3635 1.3899  0.60
9 H 0.9155 3.3565 -0.7079  0.81
10 H -1.4774 3.2046 -1.2834  0.54
11 H -3.0535 2.0978 0.2781  0.71
12 H -2.2182 1.1754 2.4158  -0.01
13 H 0.1787 1.2684 2.9615  0.56
14 C 2.8764 -0.8220 1.7462  -1.41
15 P 1.7524 -1.3958 0.4309  0.99
16 C 1.7979 -3.2116 0.6386  -1.31
17 C 2.7698 -1.1311 -1.0928  -1.34
18 C 1.9686 -1.1502 -2.3999  -0.91
19 P 0.6801 0.1781 -2.5140  0.95
20 C 1.6943 1.6660 -2.8170  -1.45
21 C 0.0097 -0.1189 -4.1867  -1.31
22 H 3.8280 -1.3466 1.6604  0.51
23 H 2.4501 -1.0312 2.7279  0.41
24 H 3.0543 0.2493 1.6612  0.37
25 H 2.8214 -3.5336 0.8285  0.49
26 H 1.4419 -3.7008 -0.2682  0.24
27 H 1.1735 -3.5150 1.4797  0.40
28 H 3.5357 -1.9085 -1.1194  0.57
29 H 3.2868 -0.1747 -0.9824  0.45
30 H 1.4709 -2.1131 -2.5402  0.21
31 H 2.6476 -1.0151 -3.2445  0.66
32 H 2.3581 1.4863 -3.6629  0.51
33 H 2.2947 1.9335 -1.9486  0.42
34 H 1.0404 2.5037 -3.0625  0.46
35 H 0.8379 -0.2350 -4.8859  0.48
36 H -0.5903 0.7343 -4.5040  0.44
37 H -0.6096 -1.0135 -4.2171  0.21
38 O -1.6336 -1.3865 1.4904  -0.18
39 S -2.4522 -2.5071 2.1769  0.21
40 C -3.6703 -1.7206 3.2858  -0.76
41 C -3.0953 -0.6088 4.1187  0.39
42 C -3.8248 0.5675 4.2658  -0.52
43 C -3.3543 1.5837 5.0870  -0.56
44 C -2.1463 1.4346 5.7538  -0.56
45 C -1.4164 0.2607 5.6111  -0.85
46 C -1.8916 -0.7616 4.8036  -0.06
47 C -3.5591 -3.0531 0.8044  -0.39
48 C -4.4704 -1.9816 0.2861  -0.21
49 C -4.0072 -0.8866 -0.4485  0.88
50 C -4.8779 0.1052 -0.8756  -1.72
51 C -6.2293 0.0242 -0.5731  -0.70
52 C -6.7082 -1.0660 0.1387  -0.78
53 C -5.8348 -2.0563 0.5637  -0.35
54 H -3.9885 -2.5516 3.9240  0.68
55 H -4.5187 -1.3757 2.7013  0.19
56 H -4.7760 0.6793 3.7563  0.43
57 H -3.9397 2.4843 5.2178  0.45
58 H -1.7870 2.2192 6.4064  0.46
59 H -0.4921 0.1271 6.1589  0.48
60 H -1.3380 -1.6926 4.7273  0.51
61 H -4.1182 -3.9032 1.1984  0.75
62 H -2.8536 -3.4105 0.0570  -0.36
63 H -2.9653 -0.8268 -0.7683  0.96
64 H -4.5149 0.9317 -1.4749  0.59
65 H -6.9072 0.7981 -0.9067  0.49
66 H -7.7643 -1.1523 0.3567  0.47
67 H -6.2196 -2.9092 1.1112  0.47
68 C -2.5693 -2.9033 -3.2957  -1.71
69 C -1.5657 -3.1718 -2.2207  0.52
70 N -1.1943 -4.4274 -2.0378  -0.13
71 O -1.0843 -2.2542 -1.5068  -0.48
72 H -3.4583 -3.5198 -3.1510  0.47
73 H -2.1521 -3.1747 -4.2679  0.47
74 H -2.8649 -1.8585 -3.3072  0.36
75 H -1.5568 -5.1738 -2.6125  0.25
76 H -0.5053 -4.6699 -1.3431  0.22